No. 1
{"formula": "C23H46Cl4O21", "method": "the ωB97M-V functional and the def2-TZVPD basis", "elements": ["O", "H", "O", "C", "H", "O", "H", "H", "H", "O", "O", "O", "C", "C", "H", "H", "H", "H", "C", "C", "O", "Cl", "H", "C", "C", "H", "H", "O", "Cl", "H", "H", "C", "H", "C", "H", "H", "O", "H", "C", "Cl", "H", "C", "C", "H", "H", "H", "O", "H", "H", "H", "O", "H", "H", "C", "H", "O", "O", "H", "O", "H", "C", "H", "H", "O", "C", "C", "H", "O", "H", "H", "H", "C", "C", "H", "H", "C", "C", "H", "C", "H", "O", "C", "C", "H", "O", "Cl", "O", "H", "H", "H", "O", "O", "H", "H"], "xyz": [[5.7651, -3.4630, -2.6660], [8.0346, -2.2023, -4.1551], [4.6531, -4.4932, -4.4741], [-7.7210, -0.6004, -3.3572], [3.2057, -4.7721, -2.9072], [-5.4345, -1.8793, 3.6377], [-8.7542, -0.2553, -3.3960], [-9.6290, -1.6461, 2.6515], [-3.4538, -2.6774, 4.1720], [-6.7586, -0.8439, 5.2305], [3.3327, 5.2632, 3.5885], [-3.1000, 4.0913, -7.2648], [7.6310, 5.4920, 0.7999], [6.0841, 3.8899, -0.1877], [4.3423, -2.6693, 5.1358], [-7.1723, 0.1645, -2.8077], [-2.5666, 1.1026, -4.4331], [2.9919, -5.8513, -4.2832], [-6.6797, -2.4430, -2.3321], [7.1341, -2.0233, -4.7426], [-1.0935, 3.0067, -7.4208], [1.2634, -2.4791, 0.2323], [1.4042, 4.4359, 3.4955], [2.8435, -2.8756, 7.3095], [-2.0134, 1.4281, -5.3141], [-2.2189, 4.8953, -9.0631], [3.4385, 6.8863, 7.0858], [2.3601, -3.8378, 6.7234], [-0.3986, -0.1955, 1.1515], [4.3420, -5.9280, -3.0674], [0.8279, -3.5188, 8.9843], [3.7890, -1.7599, 5.3702], [2.8357, -1.8844, 4.8566], [2.1660, 4.8365, 2.8268], [-1.0131, 1.7350, -5.0086], [4.1983, 1.2841, -0.3320], [-6.9044, -3.7451, -2.2056], [8.1996, 5.6091, 1.7224], [-0.4072, -1.7619, 0.2952], [-0.7467, -4.2962, -7.5876], [6.5220, -1.2562, -4.2683], [-2.2291, 3.1985, -6.9233], [-6.6068, -1.4412, 4.1455], [-1.9805, 0.4972, -5.8800], [2.1572, -4.5280, 9.5110], [-8.8180, -3.8766, -2.8659], [2.0024, 5.8360, 5.3266], [5.2151, 7.0066, 6.9045], [6.8944, 6.2946, 0.7629], [-8.9331, -0.1567, 3.2068], [5.7186, 2.5998, -0.0069], [3.8770, 8.1420, 6.2822], [-1.2066, -2.4292, 0.6172], [3.7305, -5.2927, -3.7082], [-3.6659, 5.5608, -8.5075], [-7.7028, -1.8093, -2.7063], [6.3744, -3.1084, -4.8714], [2.5408, 4.0082, 2.2255], [7.0493, 4.1634, 0.7068], [-2.9504, -4.2188, -6.5254], [3.1198, 5.8433, 4.7941], [1.7198, 5.4289, 2.0280], [-4.5600, -2.5594, 5.5378], [5.4799, 4.7681, -0.8501], [-8.9445, -1.2310, 3.3913], [-8.1663, -4.3914, -2.1599], [3.9470, 2.8399, -1.1351], [-2.8214, 2.4399, -5.9066], [8.3021, 5.3726, -0.0507], [-2.1589, 5.8941, -7.6075], [-9.4794, -1.5414, 4.2888], [-2.0076, -4.7221, -6.3115], [4.6993, 2.1087, -0.8391], [-3.9406, -1.1068, 4.7921], [-8.2084, -5.4676, -2.3280], [-4.2946, -2.1153, 4.5784], [4.2543, 7.1267, 6.4039], [5.0660, 1.7183, -1.7884], [-2.7356, 5.1333, -8.1333], [-0.7055, -1.6032, -0.7411], [-5.5925, -1.9317, -2.2678], [1.8432, -3.4925, 9.3800], [5.6111, -3.6876, -3.9066], [7.4473, -1.6296, -5.7096], [2.6966, -2.6500, 8.6474], [-1.4843, -4.1971, -4.7218], [-7.5796, -1.6978, 3.2447], [4.3822, -0.8891, 5.0912], [1.6133, -3.1172, 10.3772], [-8.5034, -4.0861, -1.1693], [3.5643, -1.8194, 6.7684], [4.2457, 6.3683, 5.2525], [-7.2812, -0.5406, -4.3527], [-2.2937, -5.7736, -6.2863]], "mulliken_charge": [-0.588, 0.279, -0.267, -0.659, 0.256, -0.251, 0.250, 0.239, 0.253, -0.574, -0.267, -0.287, -0.622, 0.825, 0.284, 0.298, 0.259, 0.257, 0.904, -0.559, -0.574, -0.145, 0.327, 0.729, -0.671, 0.313, 0.339, -0.544, -0.148, 0.296, 0.298, -0.578, 0.281, -0.658, 0.290, 0.253, -0.349, 0.218, -0.211, -0.161, 0.247, 0.760, 0.704, 0.297, 0.289, 0.280, -0.588, 0.262, 0.288, 0.298, -0.282, 0.314, 0.297, -0.586, 0.252, -0.354, -0.279, 0.210, -0.331, 0.255, 0.785, 0.301, 0.293, -0.590, -0.647, -0.555, 0.326, -0.271, 0.315, 0.299, 0.293, -0.280, -0.689, 0.286, 0.226, -0.633, -0.743, 0.288, -0.669, 0.209, -0.605, -0.678, 0.718, 0.225, -0.285, -0.113, -0.263, 0.215, 0.272, 0.259, -0.284, -0.282, 0.305, 0.302], "multiplicity": 1, "orbital_gap_ev": 10.88, "relative_energy_kcal_mol": 36.3, "e_homo_ev": -10.586, "e_lumo_ev": 0.29}

No. 2
{"formula": "C7H9N2O", "method": "the ωB97M-V functional and the def2-TZVPD basis", "elements": ["H", "C", "H", "H", "C", "C", "C", "H", "C", "C", "H", "H", "H", "C", "O", "N", "N", "H", "H"], "xyz": [[-0.9959, -3.1599, 0.1113], [1.3415, -0.6930, -0.1775], [1.0560, 2.4753, 0.4296], [3.4790, 1.5166, 0.0491], [-1.0281, 0.2923, 0.3376], [2.5825, 1.0540, -0.0373], [0.4845, 0.4462, 0.1232], [-2.2071, -1.4589, 0.5627], [1.3469, 1.5402, 0.2589], [-0.4908, -2.1113, -0.0210], [-1.4570, 1.0649, -1.5299], [-1.1813, 0.5380, 1.4209], [-1.8644, 2.2075, -0.1812], [-1.8007, 1.2315, -0.5783], [2.5790, -0.2556, -0.1983], [-1.3114, -1.1371, 0.2921], [0.8288, -1.9089, -0.2128], [1.4589, -2.6667, -0.1211], [-2.8205, 1.0247, -0.5280]], "mulliken_charge": [0.335, 0.050, 0.627, 0.530, 0.492, -0.448, 0.578, 0.236, -1.131, -0.062, 0.424, 0.240, 0.408, -1.528, -0.375, -0.087, -0.044, 0.276, 0.480], "multiplicity": 1, "orbital_gap_ev": [7.95, 7.95], "relative_energy_kcal_mol": 45.6, "total_charge": 1, "e_homo_ev": [-12.017, -12.017], "e_lumo_ev": [-4.07, -4.07]}

No. 3
{"formula": "C30H59FIN2O3", "method": "the ωB97M-V functional and the def2-TZVPD basis", "elements": ["H", "C", "H", "O", "H", "C", "C", "F", "H", "H", "H", "C", "C", "H", "H", "H", "H", "C", "H", "H", "H", "O", "H", "H", "H", "H", "H", "H", "C", "H", "C", "N", "C", "H", "H", "C", "H", "H", "H", "C", "H", "H", "H", "H", "C", "H", "H", "C", "C", "C", "H", "H", "C", "C", "H", "C", "I", "H", "H", "H", "N", "H", "C", "C", "O", "C", "H", "H", "C", "H", "H", "H", "C", "C", "C", "H", "C", "H", "H", "H", "H", "C", "H", "H", "C", "H", "C", "H", "H", "H", "H", "H", "H", "C", "H", "H"], "xyz": [[1.4489, -1.7132, 3.4314], [3.4412, -0.6073, -1.7917], [-3.3070, -0.2738, -2.0056], [-3.3713, -0.8816, 0.6275], [2.6577, 4.2020, 1.8063], [-6.5428, -0.1841, -0.6650], [0.0274, 2.3589, -0.3539], [-0.9082, -2.7844, 4.0371], [3.1130, -1.6909, -3.6467], [-1.4723, 2.5494, -1.8863], [4.3653, 0.0815, 1.7314], [2.2553, 5.1260, 1.3836], [-0.9948, 3.1687, -1.1259], [0.4185, -3.0868, -3.9527], [3.2905, -2.7157, -2.2292], [3.1104, -1.5866, 2.9711], [6.3347, -0.3599, -0.2132], [5.3320, 0.0587, -0.2021], [5.9731, 0.7578, 1.7578], [-7.1186, -0.1093, -1.5857], [-4.7018, 1.7546, 0.9566], [1.7851, 3.9723, -0.7019], [-4.1913, -2.5405, -0.3001], [-7.1239, 3.1885, -0.6099], [1.4657, 2.5270, -1.6556], [2.4418, -3.2221, 1.0011], [2.1867, 3.2030, -0.2803], [3.4260, 1.9120, 0.6306], [-6.4868, 2.3685, -0.9274], [2.0960, -1.0047, 0.5378], [-4.2181, 0.2242, -1.6829], [-2.4231, -1.7368, 1.0807], [1.2141, 4.7658, 0.3432], [0.6940, -0.5653, 1.4814], [6.1882, 2.7517, -0.0509], [2.1201, -1.8014, 2.5789], [-6.1022, 1.9823, 1.9696], [1.8348, 5.7198, 2.1953], [1.4700, -3.9768, -2.8699], [-0.0171, -3.8219, -0.6173], [-0.1329, -4.8868, -0.4033], [5.2953, 0.8165, -0.9795], [0.9038, -4.9577, 1.6171], [5.2282, 4.0644, 0.6469], [1.3457, -1.8643, -2.4440], [-5.5120, 0.3669, 1.7313], [-5.4711, 2.7577, -0.9558], [4.4230, 2.0775, 1.0501], [2.1488, -3.2390, 2.0502], [-0.4717, -3.5586, -2.0575], [-6.7552, 2.0952, -1.9439], [-5.3802, -1.5125, -1.8210], [4.3020, -1.0209, -0.5947], [-5.6603, 1.3204, 1.2279], [-7.0607, -0.9062, -0.0320], [0.7256, -3.1805, -2.9141], [-3.3331, -0.8437, 3.7716], [-0.9218, -4.4647, -2.4521], [-0.4468, 1.5105, 0.1403], [4.0398, 0.0244, -2.4433], [-1.7541, -2.3489, 0.1371], [2.6002, -0.0020, -1.4500], [1.7713, -0.7323, 1.5416], [5.1812, 3.0860, 0.1815], [1.0294, 1.7965, -1.1985], [2.8599, -1.7822, -2.5928], [0.7684, -4.3404, 3.2696], [4.7792, -1.9771, -0.7993], [0.8454, -4.0604, 2.2250], [-1.7643, 3.5643, -0.4609], [2.2013, 0.2266, 1.8114], [0.4939, 2.9803, 0.4198], [-2.2127, -1.8428, 2.3836], [-1.1434, -2.6572, 2.7494], [-6.6086, 1.1804, 0.0335], [0.9105, -1.0458, -3.0135], [-0.3632, -3.2830, 1.8280], [4.6655, 3.2103, -0.7675], [1.0445, -3.6097, -0.5074], [-0.5151, 4.0103, -1.6288], [-7.6129, 1.2356, 0.4516], [5.0620, 0.6998, 1.1644], [-1.1874, -2.7457, -2.1026], [3.6637, -1.1817, 0.2782], [-4.5256, -1.5788, 0.0785], [-5.2185, -1.7590, 0.8981], [-5.1800, -0.7730, -1.0466], [-3.9449, 1.0296, -1.0104], [0.3907, 4.2154, 0.8138], [1.1206, -1.6969, -1.3875], [2.9328, -3.7780, 2.5733], [0.7948, 5.6482, -0.1357], [-4.6848, 0.6635, -2.5595], [-0.7459, -3.1254, 0.4807], [3.0804, 5.6765, 0.9324], [4.2878, 2.4892, 2.0484]], "mulliken_charge": [0.650, -0.256, 0.411, 0.409, 0.161, -1.619, 0.617, -0.365, 0.200, 0.327, -0.259, -1.078, -1.461, 0.490, 0.453, 0.395, 0.264, -1.219, 0.486, 0.505, 0.168, -0.649, 0.475, 0.411, 0.396, 0.355, 0.040, -0.805, -1.547, -0.296, -1.470, -0.122, -0.108, 0.175, 0.445, -1.019, 0.508, 0.435, 0.391, -0.857, 0.741, 0.572, 0.456, 0.332, 0.346, -0.004, 0.268, 0.705, -0.727, -0.776, 0.375, 0.484, 0.431, -1.040, 0.397, -1.253, 0.313, 0.391, 0.024, 1.038, -0.781, -0.426, -0.233, -1.545, -0.490, -1.351, 0.397, 0.743, -1.885, 0.355, 0.445, -0.084, -0.386, 0.967, 0.667, 0.495, 0.870, 0.391, 0.012, 0.390, 0.470, -0.271, 0.148, -0.684, -0.946, 0.513, 0.781, 0.013, 0.300, -0.304, 0.498, 0.478, 0.494, 1.024, 0.261, 0.563], "multiplicity": 1, "orbital_gap_ev": 7.66, "total_charge": 1, "e_homo_ev": -11.839, "e_lumo_ev": -4.18}

No. 4
{"formula": "C17H41NO11S4Si2", "method": "the ωB97M-V functional and the def2-TZVPD basis", "elements": ["H", "C", "C", "H", "H", "C", "C", "Si", "S", "H", "O", "H", "H", "H", "H", "H", "H", "O", "C", "H", "Si", "H", "C", "C", "S", "O", "H", "C", "O", "C", "C", "S", "H", "C", "H", "H", "H", "H", "H", "O", "S", "H", "C", "H", "O", "O", "H", "H", "H", "H", "H", "H", "H", "H", "H", "O", "C", "C", "H", "H", "H", "O", "O", "H", "C", "H", "H", "H", "H", "O", "N", "H", "H", "H", "C", "C"], "xyz": [[2.3388, 3.6933, -4.1142], [-4.4937, -5.2566, 2.9410], [2.2367, -0.1215, 0.5600], [-4.7561, 0.8006, -2.2594], [-3.9421, -0.1482, -4.3281], [0.9423, 5.7588, -2.5039], [3.5650, 0.5773, 6.1717], [-3.8224, -0.1763, -2.8546], [1.1303, 0.8312, -0.4873], [2.8335, 2.5999, 5.7710], [-4.4231, -5.2823, 0.2962], [-4.2198, -4.1412, -1.9924], [4.8624, 2.6436, 4.4714], [2.4240, -1.9785, -2.3262], [-3.6499, -5.7997, 3.3583], [2.1202, 1.3512, 4.7615], [2.7839, 0.2098, 6.8342], [-0.5993, -3.4488, -4.6609], [2.5419, -1.4101, -0.2137], [0.2540, -0.9390, -1.7682], [-3.6244, -3.0843, -2.8169], [3.7138, 2.1817, 3.1939], [-1.7605, -3.2107, -2.6457], [-4.9808, -4.0880, 3.7938], [4.9905, 0.3392, 3.9847], [-4.2597, -1.6559, -2.2896], [-6.0312, -2.2308, 3.3083], [1.1282, -0.3020, -1.8705], [-1.0346, -2.5008, -3.6673], [2.7214, 4.6705, -3.8278], [-5.8033, -3.1923, 2.8528], [1.9520, 5.8776, -4.9201], [-6.7517, -3.6795, 2.6221], [4.0898, -0.5322, 5.2653], [3.7952, 4.7071, -3.9870], [1.0578, 0.2703, -2.7920], [3.2791, -1.0741, 4.7799], [-2.1592, 0.8962, -1.6962], [-1.4150, -3.6243, -5.1508], [-0.1813, 0.9043, 0.1089], [-3.9768, -4.4872, 1.4085], [0.1270, 7.1169, -4.0479], [-4.9875, -3.0063, 1.5654], [-5.3026, -5.9442, 2.6989], [1.7944, 2.0536, -0.8831], [0.9889, 5.2036, -5.7534], [-1.5031, -4.2669, -2.7199], [4.3764, 0.9634, 6.7909], [-3.9717, -3.3401, -4.2404], [3.5276, -1.7876, 0.0498], [-4.3050, -2.1617, 1.6273], [1.8120, -2.1789, 0.0451], [-1.6571, 0.4938, -3.1823], [1.7371, -0.3010, 1.5076], [3.2760, -0.4648, -2.0201], [2.9541, 6.7225, -5.5148], [4.1230, 1.9085, 4.1626], [3.0478, 1.6787, 5.2333], [-1.4072, -2.8703, -1.6741], [3.1316, 0.4735, 0.7241], [4.7687, -1.2283, 5.7506], [-2.5893, -4.1146, 1.5225], [6.3539, 0.5088, 4.4089], [0.1653, 5.0310, -2.7448], [2.4297, -1.0814, -1.7104], [1.6927, 7.6200, -3.3543], [-5.5996, -2.9189, 0.6721], [2.2541, 4.1773, -1.7661], [0.6671, 6.2433, -1.5691], [4.7001, -0.2382, 2.6972], [-2.1976, 0.1613, -2.3935], [-4.1257, -3.5333, 4.1838], [3.0371, 5.7405, -1.9752], [-5.5695, -4.4348, 4.6409], [2.3031, 5.0553, -2.4037], [1.0727, 6.7710, -3.6388]], "mulliken_charge": [0.289, -0.755, -0.490, -0.188, -0.136, -0.595, -0.597, 0.203, 1.094, 0.326, -0.654, -0.172, 0.358, 0.404, 0.399, 0.272, 0.341, -0.385, -0.707, -0.032, 0.520, 0.296, -0.547, -0.560, 1.058, -0.017, 0.329, -0.244, -0.194, -0.579, -0.715, 1.164, 0.317, -0.682, 0.374, 0.482, 0.343, 0.243, 0.317, -0.684, 1.138, 0.413, -0.501, 0.323, -0.647, -0.656, 0.518, 0.306, -0.180, 0.372, 0.346, 0.309, 0.219, 0.312, 0.301, -0.678, -0.582, -0.583, 0.174, 0.233, 0.395, -0.647, -0.675, 0.288, -0.788, 0.345, 0.332, 0.008, 0.369, -0.565, -0.357, 0.290, 0.305, 0.346, -0.249, -0.727], "multiplicity": 1, "orbital_gap_ev": 10.08, "e_homo_ev": -9.762, "e_lumo_ev": 0.32}

No. 5
{"formula": "C13H42O8", "method": "the ωB97M-V functional and the def2-TZVPD basis", "elements": ["O", "C", "H", "H", "H", "H", "H", "H", "H", "H", "H", "H", "O", "H", "H", "H", "H", "O", "C", "C", "O", "H", "H", "H", "H", "C", "H", "C", "H", "H", "H", "H", "H", "H", "H", "C", "H", "H", "H", "H", "H", "C", "C", "H", "O", "C", "O", "H", "H", "C", "C", "H", "H", "H", "O", "H", "H", "H", "C", "C", "H", "H", "O"], "xyz": [[1.6485, -2.9372, 1.0971], [2.5898, -1.3255, -2.8524], [0.5109, 3.0710, -1.9692], [3.3018, -0.0162, 1.2985], [0.5941, -2.6044, 4.5506], [-2.8078, -2.9641, 2.4861], [0.4213, -0.0621, 4.4891], [3.1288, 3.4415, -3.5377], [-3.1304, -3.4906, 0.0408], [-1.3059, 3.9152, 1.8187], [-4.2294, -2.2814, 1.7965], [3.0828, -1.4152, -4.8999], [-1.5913, 0.0297, 4.1548], [-0.6262, -2.1684, 5.5928], [-0.9886, -1.6847, -0.1813], [-3.1262, 3.5509, 0.1114], [2.5750, 0.0932, -4.5060], [-1.3071, -2.4386, 0.3204], [3.7008, -1.8862, -1.9561], [-3.1417, -2.2182, 1.7648], [2.7110, -0.3513, 0.6241], [-3.6505, 2.5256, 2.4188], [-4.2607, 1.6051, 0.9300], [1.7659, -3.8446, 1.3784], [0.7268, -2.8814, 0.8450], [-1.1839, 3.1488, 1.0533], [-0.5463, 3.6591, 0.3313], [-3.0454, -1.5289, -0.7098], [-1.7088, 1.1341, -0.5054], [2.3763, -0.3272, -1.2762], [-0.6474, 2.3392, 1.5482], [1.8627, 5.3940, -2.8053], [-4.0976, -1.6182, -0.9799], [1.8239, 3.7803, -1.3722], [4.1649, -0.3023, -3.8816], [-0.4021, -2.1629, 4.5261], [-2.2152, -0.4381, 3.5948], [0.6078, 0.0821, 0.4650], [-2.4681, -1.6317, -1.6286], [2.5005, -1.2403, 0.9097], [4.2966, -2.6135, -2.5076], [3.1723, -0.7097, -4.0738], [-2.5432, 2.6808, 0.4131], [-2.9412, -1.1846, 2.0468], [1.6180, 4.8918, -3.5860], [1.5883, 3.0324, -2.1294], [1.8243, -0.4329, -2.0545], [2.0167, 2.0701, -1.8493], [0.2818, 0.0674, -1.0134], [-2.6857, -2.5323, 0.3093], [-0.3546, -0.6742, 4.0293], [-0.1779, -0.7272, 2.9550], [1.9321, -2.0857, -3.2739], [1.5835, 2.8144, -4.2498], [-2.3266, 1.8543, -0.6510], [4.3688, -1.1750, -1.4702], [3.1517, -2.4781, -1.2239], [-1.0938, -2.8676, 4.0645], [-3.4174, 2.0222, 1.4805], [2.0417, 3.5185, -3.5551], [-2.9772, 1.0926, 1.8412], [-2.8517, -0.4913, -0.4378], [-0.1193, -0.0221, -0.1489]], "mulliken_spin": [-1.073, 0.151, 0.029, 1.015, -0.046, 0.014, -0.083, 0.000, 0.029, -0.012, -0.013, -0.029, -0.071, -0.054, -0.003, -0.008, 0.025, -0.162, 0.239, 0.019, -1.675, 0.000, 0.000, 0.326, 0.210, -0.010, 0.033, 0.030, 0.002, 0.202, 0.050, 0.002, -0.004, -0.027, 0.010, 0.167, 0.005, -0.019, 0.013, 0.315, -0.057, 0.056, -0.014, 0.006, -0.023, 0.285, 0.031, -0.076, -0.033, 0.113, 0.070, 0.117, -0.037, 0.000, 0.006, 0.073, 0.088, 0.048, 0.000, -0.001, 0.002, -0.014, 0.763], "multiplicity": 2, "orbital_gap_ev": [2.34, 10.36], "total_charge": -1, "e_homo_ev": [0.509, -7.568], "e_lumo_ev": [2.85, 2.79]}